{
  "formula": "C99H224N8O17",
  "method": "ωB97M-V/def2-TZVPD",
  "e_tot_ev": -153009.12921,
  "fmax_ha_per_bohr": 0.0948,
  "homo_lumo_gap_ha": 0.3102,
  "relative_energy_ev": 2.836,
  "symbols": ["C", "C", "C", "C", "C", "C", "N", "O", "C", "C", "C", "H", "H", "H", "H", "H", "H", "H", "H", "H", "H", "H", "H", "H", "H", "H", "H", "H", "H", "H", "C", "C", "C", "C", "C", "C", "N", "O", "C", "C", "C", "H", "H", "H", "H", "H", "H", "H", "H", "H", "H", "H", "H", "H", "H", "H", "H", "H", "H", "H", "C", "C", "C", "C", "C", "C", "N", "O", "C", "C", "C", "H", "H", "H", "H", "H", "H", "H", "H", "H", "H", "H", "H", "H", "H", "H", "H", "H", "H", "H", "C", "C", "C", "C", "C", "C", "N", "O", "C", "C", "C", "H", "H", "H", "H", "H", "H", "H", "H", "H", "H", "H", "H", "H", "H", "H", "H", "H", "H", "H", "C", "C", "C", "C", "C", "C", "N", "O", "C", "C", "C", "H", "H", "H", "H", "H", "H", "H", "H", "H", "H", "H", "H", "H", "H", "H", "H", "H", "H", "H", "C", "C", "C", "C", "C", "C", "N", "O", "C", "C", "C", "H", "H", "H", "H", "H", "H", "H", "H", "H", "H", "H", "H", "H", "H", "H", "H", "H", "H", "H", "C", "C", "C", "C", "C", "C", "N", "O", "C", "C", "C", "H", "H", "H", "H", "H", "H", "H", "H", "H", "H", "H", "H", "H", "H", "H", "H", "H", "H", "H", "C", "C", "C", "C", "C", "C", "N", "O", "C", "C", "C", "H", "H", "H", "H", "H", "H", "H", "H", "H", "H", "H", "H", "H", "H", "H", "H", "H", "H", "H", "C", "C", "C", "O", "H", "H", "H", "H", "H", "H", "H", "H", "C", "C", "C", "O", "H", "H", "H", "H", "H", "H", "H", "H", "C", "C", "C", "O", "H", "H", "H", "H", "H", "H", "H", "H", "C", "C", "C", "O", "H", "H", "H", "H", "H", "H", "H", "H", "C", "C", "C", "O", "H", "H", "H", "H", "H", "H", "H", "H", "C", "C", "C", "O", "H", "H", "H", "H", "H", "H", "H", "H", "C", "C", "C", "O", "H", "H", "H", "H", "H", "H", "H", "H", "C", "C", "C", "O", "H", "H", "H", "H", "H", "H", "H", "H", "C", "C", "C", "O", "H", "H", "H", "H", "H", "H", "H", "H"],
  "positions_angstrom": [[32.7137, 15.4815, -2.5929], [31.7939, 16.7221, -2.2172], [30.2958, 16.6159, -2.6185], [29.4343, 15.8401, -1.5819], [29.6433, 16.2589, -0.1810], [31.1141, 16.1480, 0.2011], [31.9004, 16.9776, -0.7693], [33.2033, 17.2564, -0.2811], [31.2397, 16.8003, 1.6039], [31.5289, 14.6708, 0.2964], [32.3827, 17.9384, -2.9806], [33.6295, 15.4028, -2.0070], [33.1157, 15.4671, -3.6060], [32.1079, 14.5864, -2.4524], [29.8465, 17.6056, -2.7012], [30.1756, 16.1012, -3.5717], [29.6223, 14.7682, -1.6447], [28.3585, 15.9061, -1.7444], [28.9378, 15.6875, 0.4222], [29.3193, 17.2979, -0.1194], [32.1868, 16.5577, 2.0858], [31.2451, 17.8901, 1.6252], [30.5155, 16.4355, 2.3323], [30.8434, 14.2005, 1.0014], [31.3758, 14.1865, -0.6680], [32.5699, 14.5366, 0.5906], [32.1438, 18.8511, -2.4346], [31.8630, 18.0907, -3.9265], [33.4487, 17.8080, -3.1670], [33.1088, 18.0757, 0.2102], [32.1394, 11.8635, -2.1374], [31.9041, 10.4109, -2.6281], [33.2198, 9.6784, -2.4183], [33.5572, 9.4530, -0.9395], [32.3883, 8.7114, -0.3202], [30.9442, 9.3247, -0.4584], [30.8094, 9.7694, -1.8525], [29.5993, 10.3555, -2.1095], [29.8734, 8.2330, -0.2908], [30.8686, 10.5240, 0.5970], [31.6816, 10.2751, -4.1896], [32.7105, 12.0568, -1.2293], [31.1881, 12.2919, -1.8217], [32.6289, 12.4641, -2.9039], [33.1697, 8.6669, -2.8213], [33.9630, 10.1172, -3.0839], [33.6553, 10.4217, -0.4495], [34.4994, 8.9760, -0.6697], [32.6009, 8.8175, 0.7436], [32.3364, 7.6451, -0.5402], [28.8713, 8.6393, -0.1531], [29.8151, 7.4508, -1.0477], [29.9990, 7.7477, 0.6771], [31.8775, 10.9364, 0.6059], [30.2883, 11.4212, 0.3813], [30.6634, 10.2096, 1.6202], [31.5489, 9.2123, -4.3923], [32.3599, 10.7385, -4.9060], [30.7257, 10.6502, -4.5553], [29.3285, 9.7920, -2.8381], [27.3962, 13.9927, 2.1583], [25.9457, 13.7385, 1.8840], [25.6358, 14.5073, 0.5444], [25.9894, 13.8377, -0.7352], [25.3917, 12.3439, -0.6218], [25.8356, 11.5455, 0.6266], [25.5873, 12.3079, 1.8200], [25.8785, 11.5208, 2.9570], [25.0011, 10.3034, 0.5721], [27.3983, 11.2878, 0.5081], [25.0796, 14.3097, 2.9812], [28.0280, 13.7121, 1.3157], [27.7833, 13.2755, 2.8821], [27.7459, 14.9474, 2.5512], [24.6302, 14.9257, 0.5024], [26.2637, 15.3982, 0.5564], [27.0481, 13.7966, -0.9912], [25.5868, 14.3788, -1.5915], [25.6743, 11.8768, -1.5652], [24.3324, 12.5900, -0.6962], [25.2625, 9.6541, -0.2635], [25.0700, 9.8049, 1.5389], [23.9500, 10.5084, 0.3688], [27.8370, 11.0077, 1.4657], [27.5623, 10.4159, -0.1251], [27.9116, 12.0748, -0.0445], [24.0724, 13.9175, 2.8403], [25.0218, 15.3982, 2.9853], [25.4374, 13.9882, 3.9593], [25.0070, 11.3379, 3.3157], [27.8330, 8.8777, 4.0321], [28.7910, 8.4242, 5.1578], [28.2442, 9.1192, 6.4597], [28.7663, 8.4870, 7.6777], [28.4431, 6.9539, 7.6791], [29.1233, 6.1954, 6.5516], [28.8425, 6.9658, 5.2714], [29.2862, 6.2714, 4.0889], [30.5971, 6.0176, 6.9124], [28.4571, 4.8213, 6.3647], [30.1934, 8.9832, 4.7566], [27.8916, 9.9476, 3.8322], [26.7972, 8.6868, 4.3127], [27.9503, 8.2892, 3.1221], [28.5114, 10.1740, 6.5222], [27.1545, 9.1162, 6.4873], [28.2842, 8.9529, 8.5371], [29.8519, 8.5845, 7.6741], [27.3822, 6.7037, 7.6679], [28.9439, 6.5641, 8.5653], [31.1047, 5.6363, 6.0264], [31.0951, 6.9742, 7.0702], [30.7319, 5.3618, 7.7726], [28.4442, 4.1941, 7.2561], [27.4339, 4.8448, 5.9895], [28.9673, 4.1869, 5.6398], [30.7776, 8.4073, 4.0390], [30.7803, 9.2458, 5.6368], [30.1209, 9.9496, 4.2577], [28.4892, 6.1728, 3.5629], [25.8752, 20.4533, -5.9714], [25.8008, 19.2060, -5.1006], [27.0110, 19.3533, -4.0687], [26.7396, 18.4360, -2.8597], [25.3834, 18.6579, -2.1811], [24.2174, 18.4364, -3.1212], [24.4576, 19.1793, -4.3680], [23.4142, 19.1531, -5.2625], [24.1431, 16.8499, -3.3978], [22.9771, 19.0453, -2.3658], [26.0647, 17.9535, -5.9699], [24.9317, 20.5555, -6.5076], [26.7398, 20.4050, -6.6335], [25.8480, 21.3276, -5.3210], [27.9767, 19.0912, -4.5009], [27.0634, 20.3695, -3.6780], [27.6201, 18.6396, -2.2503], [26.9661, 17.3992, -3.1082], [25.3420, 19.7056, -1.8835], [25.3404, 18.0073, -1.3076], [25.0524, 16.4449, -3.8421], [23.9683, 16.3451, -2.4477], [23.3752, 16.5909, -4.1267], [22.0501, 18.7423, -2.8527], [22.9224, 18.7997, -1.3053], [23.0808, 20.1303, -2.3619], [25.9301, 17.0564, -5.3655], [27.0684, 17.9655, -6.3948], [25.2847, 17.9391, -6.7312], [23.2376, 20.0928, -5.3486], [21.1215, 14.2874, 0.0489], [20.1037, 13.6279, 0.9669], [20.1440, 14.4842, 2.2522], [18.9926, 14.0276, 3.1708], [17.6604, 14.3146, 2.4100], [17.5556, 13.4935, 1.0387], [18.7524, 13.6865, 0.2820], [18.7643, 12.9870, -1.0069], [17.1733, 12.0131, 1.3126], [16.5013, 14.1629, 0.1530], [20.6819, 12.2220, 1.2815], [22.0507, 14.6169, 0.5136], [20.5946, 15.1335, -0.3923], [21.3897, 13.7487, -0.8599], [21.0795, 14.2568, 2.7633], [20.2259, 15.5649, 2.1363], [18.8953, 14.6473, 4.0622], [19.1070, 12.9530, 3.3129], [17.3124, 15.3311, 2.2263], [16.8836, 13.9458, 3.0798], [16.5611, 11.9707, 2.2135], [16.5396, 11.4846, 0.6004], [18.0223, 11.3679, 1.5384], [15.5378, 14.2050, 0.6609], [16.8032, 15.1849, -0.0759], [16.3236, 13.6660, -0.8008], [20.0420, 11.6706, 1.9705], [21.7147, 12.1645, 1.6253], [20.6898, 11.6290, 0.3670], [18.9098, 12.0730, -0.7522], [22.7552, 20.0250, 1.8095], [23.5153, 18.6809, 2.1459], [25.0624, 18.8386, 2.0578], [25.6817, 19.4407, 3.3312], [25.3279, 18.6370, 4.5601], [23.7915, 18.5195, 4.7626], [23.1350, 18.0838, 3.4900], [21.8002, 17.8826, 3.5926], [23.5990, 17.3743, 5.7496], [23.1392, 19.7585, 5.3508], [23.1113, 17.7132, 1.0511], [21.6708, 19.9236, 1.8528], [23.0471, 20.4104, 0.8326], [22.9606, 20.8048, 2.5430], [25.6254, 18.0154, 1.6181], [25.3460, 19.6771, 1.4217], [25.4069, 20.4948, 3.3677], [26.7703, 19.4310, 3.2769], [25.7570, 19.1111, 5.4428], [25.7642, 17.6525, 4.3909], [24.2132, 17.3698, 6.6500], [22.5934, 17.0319, 5.9937], [23.9506, 16.4679, 5.2567], [23.4434, 19.8415, 6.3942], [23.2741, 20.7993, 5.0563], [22.0609, 19.6020, 5.3190], [22.1457, 17.9246, 0.5919], [23.0920, 16.6632, 1.3429], [23.8125, 17.6247, 0.2213], [21.3874, 18.7490, 3.5718], [30.5864, 13.5266, -5.1676], [29.1074, 13.6938, -5.5132], [28.9254, 13.3007, -7.0581], [27.5744, 12.7857, -7.4383], [27.0908, 11.6981, -6.5334], [27.1775, 12.0189, -5.0244], [28.4485, 12.6933, -4.6115], [28.4064, 13.0204, -3.2593], [25.9429, 12.9139, -4.6249], [27.0340, 10.6014, -4.3592], [28.5941, 15.1642, -5.2993], [31.2488, 14.2396, -5.6584], [31.0184, 12.5307, -5.2662], [30.8278, 13.7653, -4.1318], [29.1306, 14.1547, -7.7036], [29.6033, 12.4642, -7.2277], [27.6268, 12.3616, -8.4410], [26.9039, 13.6451, -7.4486], [27.6745, 10.8278, -6.8331], [26.0234, 11.5830, -6.7219], [26.0836, 13.9620, -4.8894], [24.9907, 12.5070, -4.9654], [25.7135, 12.8317, -3.5625], [27.9463, 10.0790, -4.6473], [26.9060, 10.5787, -3.2770], [26.1842, 10.0734, -4.7918], [29.2224, 15.9433, -5.7312], [28.3999, 15.4630, -4.2692], [27.6313, 15.3065, -5.7901], [28.8525, 12.2667, -2.8664], [25.2694, 6.6748, 1.7472], [25.3321, 6.4600, 0.2590], [26.6511, 5.9816, -0.3184], [24.3921, 5.4705, -0.0708], [25.1669, 5.7745, 2.3531], [24.4400, 7.2982, 2.0813], [26.1150, 7.2816, 2.0709], [25.0130, 7.3386, -0.3017], [27.3875, 6.7852, -0.3263], [26.5317, 5.6780, -1.3585], [27.0898, 5.2233, 0.3301], [23.5415, 5.6311, 0.3444], [27.3768, 12.6629, 7.0451], [27.5530, 14.1445, 7.3618], [26.5425, 15.0002, 6.6473], [27.3660, 14.3601, 8.7326], [27.3761, 12.5814, 5.9581], [26.3697, 12.4082, 7.3751], [28.1396, 12.0659, 7.5450], [28.5514, 14.5115, 7.1238], [25.5266, 14.6172, 6.7439], [26.7463, 15.1028, 5.5814], [26.7199, 16.0084, 7.0215], [27.6092, 15.2574, 8.9720], [21.9905, 12.5047, 5.7421], [22.7901, 11.4258, 5.0956], [24.1710, 11.2161, 5.6499], [21.9833, 10.2767, 5.1592], [21.8002, 12.2728, 6.7900], [21.0189, 12.5375, 5.2491], [22.5269, 13.4535, 5.7378], [23.0489, 11.6045, 4.0519], [24.8511, 12.0547, 5.5007], [24.7818, 10.4576, 5.1603], [24.0820, 10.9657, 6.7070], [22.5782, 9.5707, 5.4221], [20.2556, 8.1287, 0.5164], [20.9156, 6.9373, -0.0332], [21.6674, 7.2427, -1.3016], [21.7934, 6.3453, 0.8406], [19.5667, 7.9856, 1.3490], [19.6805, 8.7014, -0.2112], [21.0737, 8.7403, 0.8968], [20.1155, 6.2257, -0.2374], [22.1622, 6.3611, -1.7092], [22.3939, 8.0497, -1.2057], [20.9433, 7.3649, -2.1071], [21.2345, 5.9253, 1.4985], [23.4827, 13.8731, 8.7902], [23.6922, 12.8781, 9.8480], [22.8749, 11.5908, 9.6865], [25.0548, 12.5266, 9.9710], [24.1508, 14.7316, 8.8594], [22.4520, 14.2147, 8.8857], [23.7121, 13.4261, 7.8230], [23.4173, 13.3702, 10.7810], [21.8196, 11.6776, 9.9451], [23.2514, 10.7888, 10.3215], [22.8741, 11.1263, 8.7004], [25.6056, 13.1712, 9.5208], [29.3717, 18.8228, 5.5860], [30.3526, 17.7009, 5.3684], [31.7153, 18.0732, 4.9634], [30.5001, 16.9735, 6.5486], [28.5212, 18.4738, 6.1717], [29.0270, 19.1391, 4.6015], [29.8534, 19.6702, 6.0737], [29.9619, 16.8828, 4.7633], [32.3078, 17.1826, 4.7538], [32.2367, 18.5949, 5.7659], [31.7079, 18.6649, 4.0480], [31.0369, 16.1975, 6.3722], [34.9167, 14.4171, 4.8734], [33.4760, 14.6909, 4.3790], [32.8021, 13.5240, 3.6847], [32.8030, 14.9961, 5.5831], [35.4846, 15.2198, 5.3439], [35.5126, 14.1962, 3.9878], [35.0123, 13.5960, 5.5839], [33.4187, 15.5946, 3.7722], [31.7417, 13.7464, 3.5657], [32.8026, 12.6246, 4.3005], [33.2542, 13.1917, 2.7502], [32.9886, 14.2967, 6.2139], [24.9170, 6.3231, 5.3708], [23.9056, 7.4505, 5.0866], [22.5355, 6.8563, 4.5751], [23.4801, 8.0205, 6.3847], [25.3796, 5.8879, 4.4850], [24.7073, 5.5940, 6.1534], [25.8027, 6.8408, 5.7391], [24.4265, 8.1817, 4.4683], [21.9434, 6.3175, 5.3149], [22.7474, 6.2830, 3.6726], [21.8365, 7.6538, 4.3232], [23.0254, 7.4166, 6.9764], [21.6642, 11.0936, -2.8650], [22.0500, 12.0507, -4.0198], [21.2216, 11.8706, -5.2949], [22.0280, 13.3888, -3.6020], [20.5999, 11.0900, -2.6299], [22.1317, 11.4173, -1.9351], [21.7825, 10.0476, -3.1478], [23.1072, 11.8573, -4.2013], [21.2757, 10.8601, -5.6999], [21.5032, 12.5137, -6.1287], [20.1998, 12.1868, -5.0851], [21.0798, 13.5360, -3.6306]],
  "forces_ev_per_angstrom": [[-1.1, -0.1, -0.1], [2.0, 0.0, -0.5], [-0.4, -1.0, 1.3], [0.0, -0.7, -1.2], [0.1, 0.7, -0.2], [0.4, 0.7, 0.9], [-2.0, 0.6, 0.9], [0.1, -0.9, -0.7], [1.0, -0.3, 0.3], [-0.4, 0.3, -0.4], [-0.5, 0.0, 0.3], [-0.3, 0.3, 0.6], [-0.6, 0.3, -0.4], [0.3, -0.2, -0.1], [0.3, 0.3, -0.1], [0.4, 0.3, 0.0], [0.2, -0.2, -0.3], [-0.1, 0.2, -0.7], [0.5, -0.1, 0.5], [0.2, 0.3, 0.3], [0.3, -0.2, -0.2], [-0.5, 0.1, -0.4], [-0.4, 0.0, -0.3], [0.2, -0.2, 0.2], [0.1, -0.1, 0.2], [0.0, 0.1, 0.1], [0.4, 0.1, 0.2], [0.1, -0.4, -0.3], [-0.1, 0.3, 0.2], [-0.1, 0.2, -0.1], [-0.6, 0.5, -0.3], [0.9, 0.8, 0.3], [0.7, -1.6, 0.3], [-0.6, 1.1, -0.6], [-0.7, 0.2, 1.4], [0.5, 0.8, -0.7], [2.6, -1.2, -0.7], [-1.2, 0.7, -0.4], [-0.3, 0.3, 1.6], [0.7, -0.3, -0.6], [-1.9, -0.2, 0.6], [0.4, -0.9, 0.0], [-0.3, 0.3, -0.7], [-0.3, 0.1, -0.1], [-0.5, -0.2, -0.3], [0.3, 0.5, 0.5], [-0.1, 0.2, 0.1], [0.0, -0.4, -0.6], [-0.2, -0.6, 0.3], [0.2, 0.0, -0.3], [0.0, 0.4, -0.5], [0.5, 0.3, -0.2], [0.4, -0.3, 0.1], [0.2, 0.0, 0.2], [-0.7, -0.5, -0.4], [-0.2, -0.3, -0.1], [0.6, -0.2, -0.1], [0.7, -0.1, 0.7], [-0.4, 0.4, 0.5], [-0.9, 0.2, -0.2], [2.1, -1.3, 0.6], [-0.3, 0.6, -0.4], [0.4, 0.8, 0.6], [-0.2, -2.6, -0.2], [0.9, 2.9, -1.0], [1.8, 1.1, -1.7], [-1.8, 0.4, -1.0], [0.6, 0.7, 0.1], [-0.4, -0.8, 0.5], [-1.2, -1.2, -0.8], [-0.4, 0.2, 0.4], [-0.1, 0.5, -0.4], [-0.3, -0.2, 0.5], [-0.6, 0.4, -0.3], [-0.4, -0.5, 0.2], [0.0, 0.3, 0.6], [0.3, 0.0, 0.5], [-0.5, -0.2, 0.0], [0.0, -0.7, 0.2], [-0.4, -0.8, 0.5], [0.5, -0.1, 0.2], [0.0, -0.5, -0.2], [-0.1, 0.4, 0.3], [0.1, 0.5, 0.1], [-0.1, -0.2, -0.1], [0.0, 0.2, 0.5], [-0.2, 0.1, 0.1], [0.2, 0.1, -0.1], [0.0, 0.0, 0.1], [-0.1, 0.0, 0.1], [-0.6, -0.9, 0.2], [0.8, 1.2, -1.0], [0.1, -0.1, -1.1], [-0.4, -1.9, 0.5], [0.8, 0.7, 0.3], [-0.6, 0.4, -1.3], [-1.2, -0.9, 1.0], [0.4, 0.9, 0.9], [0.3, 0.3, -1.3], [0.2, -0.8, -0.2], [0.0, 1.0, 0.4], [0.2, -0.1, -0.1], [-0.2, -0.1, 0.3], [0.5, 0.3, -0.3], [0.2, 0.1, -0.7], [-0.2, -0.3, -0.3], [0.4, 0.0, 0.3], [0.0, 0.2, 0.5], [-0.1, 0.4, 0.2], [-0.6, -0.2, 0.4], [0.1, -0.5, 0.1], [-0.1, 0.1, 0.4], [0.0, 0.0, -0.1], [0.1, 0.4, 0.4], [-0.1, 0.6, 0.2], [0.4, 0.3, -0.2], [-0.2, -0.6, 0.4], [0.3, -0.5, 0.2], [-0.5, 0.2, 0.0], [-0.2, -0.1, 0.0], [-1.3, 0.0, 0.5], [1.3, -0.3, 0.9], [-2.4, -1.0, 0.4], [1.4, 0.2, -0.3], [1.6, 0.4, -0.7], [-0.2, -1.7, -0.2], [2.9, 1.1, 1.1], [-0.8, -0.3, -0.6], [-0.5, 1.3, 0.2], [0.3, -0.5, -0.9], [-0.9, 0.3, 0.6], [0.3, -0.2, -0.7], [-0.1, 0.3, 0.0], [0.6, 0.1, 0.0], [-0.2, 0.1, -0.3], [-0.1, 0.2, -0.2], [-0.3, 0.2, 1.0], [-0.6, -0.3, -0.3], [0.1, 0.1, 0.4], [-0.4, 0.1, 0.0], [0.2, 0.3, 0.4], [-0.2, -0.2, 0.0], [-0.3, 0.1, 0.2], [-0.1, 0.2, 0.1], [0.2, -0.5, -0.2], [-0.1, 0.1, -0.4], [0.3, 0.0, -0.2], [-0.1, 0.1, -0.1], [0.2, -0.2, -0.3], [-0.6, 0.0, -0.2], [-0.5, 0.7, -1.6], [1.4, 0.1, -0.4], [-0.5, -1.0, 1.1], [-0.7, 2.1, -1.8], [-0.2, -2.0, -0.5], [-1.2, 0.1, 0.1], [2.9, 0.4, -0.1], [0.0, 0.8, 1.7], [-0.2, -0.2, 0.9], [-0.9, 0.2, 0.3], [-1.2, -0.6, -0.4], [-0.2, -0.1, 0.3], [0.2, 0.6, 0.2], [0.0, -0.7, 0.2], [0.3, -0.3, -0.1], [-0.6, 0.0, -0.5], [0.6, -0.5, 0.4], [-0.3, 0.2, 0.6], [1.0, 0.4, 0.0], [-0.3, -0.3, -0.2], [0.0, 0.1, 0.2], [0.3, 0.4, -0.6], [0.2, 0.1, -0.1], [-0.2, 0.0, 0.1], [0.1, 0.0, 0.1], [0.3, -0.2, 0.1], [0.2, -0.1, 0.2], [0.0, 0.6, 0.2], [-0.1, -0.1, -0.3], [0.0, -0.6, -0.1], [0.7, -0.1, 1.1], [0.0, 0.2, 0.1], [0.3, 1.9, 0.6], [0.2, -0.7, 0.1], [-1.0, 0.7, -0.5], [0.1, -0.1, -0.4], [3.3, 0.1, -1.2], [-1.3, -0.4, 0.2], [0.1, -1.9, -0.2], [-0.4, 0.6, 1.1], [-0.4, -1.3, -0.8], [0.0, -0.4, -0.3], [-0.1, -0.2, -0.1], [0.4, 0.1, 0.1], [-0.4, -0.5, 0.5], [-0.7, -0.2, -1.1], [-0.3, 0.0, 0.4], [0.1, 0.1, -0.4], [0.0, -0.2, 0.2], [-0.1, -0.2, 0.4], [-0.1, 0.8, 0.1], [-0.3, 0.9, 0.1], [0.3, -0.1, -0.4], [-0.3, -0.3, 0.3], [0.6, -0.2, -1.1], [-0.1, 0.0, 0.4], [-0.1, 0.1, 0.2], [-0.2, 0.0, 0.7], [0.3, 0.7, 0.0], [-0.5, 0.4, 0.1], [1.0, 1.0, 0.6], [-0.1, 0.2, 0.1], [0.3, -0.5, 1.6], [-0.5, 0.9, -0.1], [0.1, 0.8, 0.4], [-1.1, 0.3, 0.8], [-0.8, -1.8, -2.6], [-0.1, 0.7, 0.1], [0.1, -0.9, 0.5], [0.5, 0.9, -0.3], [-0.5, -0.4, -0.2], [-0.1, 0.1, -0.7], [-0.6, 0.0, -0.6], [-0.6, 0.0, 0.4], [0.6, 0.0, 0.3], [0.5, 0.2, -0.2], [-0.1, 0.3, -0.2], [-0.4, -0.1, -0.1], [-0.2, -0.4, 0.5], [0.1, -0.7, -0.1], [-0.2, -0.1, -0.1], [0.1, 0.1, -1.0], [0.8, 0.4, 0.3], [0.0, -0.3, 0.2], [0.1, 0.3, 0.1], [0.0, 0.1, -0.1], [0.4, -0.3, -0.1], [0.2, -0.5, 0.2], [-0.1, -0.2, -0.2], [0.4, -0.2, 0.5], [0.5, 1.2, 0.8], [-0.8, -0.4, -0.5], [0.5, 0.7, 0.6], [-0.3, -1.4, -0.7], [0.4, -0.3, -0.4], [-0.5, 0.0, -0.5], [0.4, -0.2, 0.2], [0.3, 0.6, 0.3], [0.0, 0.3, 0.1], [-0.1, -0.3, 0.2], [-0.1, -0.4, -0.3], [-0.2, 0.3, 0.1], [-0.2, 1.1, 0.2], [0.1, 0.0, -0.6], [0.5, 0.4, -0.9], [-0.3, -0.7, 1.6], [0.3, -0.4, 0.0], [0.1, -0.4, 0.2], [-0.2, -0.1, -0.2], [0.2, -0.2, -0.4], [0.0, 0.3, 0.3], [0.1, -0.3, -0.2], [-0.7, 0.2, 0.2], [0.0, 0.1, -0.1], [0.1, 0.6, 0.2], [0.8, -0.2, -0.8], [0.7, -0.1, 1.1], [0.1, -0.6, -0.1], [0.1, -0.2, 0.0], [0.0, 0.4, -0.1], [-0.3, 0.2, -0.3], [-0.9, 0.6, -0.7], [-0.5, 0.6, 0.3], [-0.5, -0.7, -0.1], [0.4, 0.0, 0.2], [-0.2, -0.6, 0.3], [-0.1, 1.9, 1.0], [-1.2, -0.5, -2.1], [-0.3, -0.8, -1.0], [0.9, -0.8, 1.7], [0.1, -0.5, 0.1], [0.2, -0.1, -0.3], [-0.1, 0.5, 0.1], [-0.1, -0.4, -0.5], [0.5, -0.2, 0.6], [-0.2, 0.1, -0.1], [-0.1, 1.0, 0.0], [0.4, -0.2, 0.5], [-0.2, 0.6, -1.1], [0.2, -0.8, 1.1], [-0.2, -0.5, 0.2], [0.4, -0.6, -0.1], [0.0, 0.1, 0.4], [-0.1, 0.1, -0.6], [-0.4, 0.0, -0.2], [-0.3, -0.2, 0.4], [0.0, 0.5, 0.1], [0.3, 0.3, 0.3], [0.3, 0.5, -0.4], [0.3, 0.3, 0.0], [0.1, -0.1, -0.5], [-0.5, -1.5, 0.3], [1.2, 0.6, -1.3], [-0.4, -0.4, 2.8], [0.0, 0.1, 0.0], [-0.2, 0.2, 0.0], [-0.1, 0.0, 0.1], [-0.5, 0.7, -1.4], [-0.1, 0.0, 0.0], [-0.2, 0.2, 0.0], [0.2, 0.3, 0.0], [0.3, -0.1, -0.1], [0.7, -0.1, -1.7], [1.4, -0.4, 1.4], [-0.2, -0.5, 0.2], [-1.6, 0.6, 0.5], [-0.7, 0.6, 0.0], [0.3, -0.5, 0.0], [-0.4, -0.4, -0.2], [0.2, 0.0, -0.1], [0.0, 0.2, -0.4], [0.2, 0.0, 0.4], [0.0, 0.5, -0.2], [0.0, -0.1, 0.1], [1.4, 1.3, 0.0], [-2.6, -3.3, 2.5], [1.0, 1.2, -1.2], [1.5, 1.7, -0.9], [-0.7, -0.4, -0.2], [-0.7, -0.1, -0.3], [0.2, 0.2, 0.4], [-0.7, 0.4, 0.2], [0.8, -0.5, 0.2], [-0.4, -0.3, 0.0], [0.2, 0.3, -0.4], [0.1, -0.5, -0.5], [-0.9, 0.3, -0.5], [0.9, -1.2, 0.0], [0.1, 0.1, 0.0], [-0.6, 0.2, 0.0], [-0.4, 0.6, -0.2], [0.5, -0.4, -0.1], [0.8, 0.0, 0.2], [0.1, -0.2, -0.3], [-0.3, -0.1, 0.3], [0.6, 0.2, 0.2], [-0.3, -0.5, 0.1], [-0.3, 1.0, 0.4]]
}